The following is a quantum chemistry calculation of a 2-piece molecular cluster, CH8N2P overall at a distorted geometry, from OMol25.

Geometry as XYZ:
```
12
Properties=species:S:1:pos:R:3
C 0.13 0.10 -0.32
N 0.68 1.32 -0.22
N 0.64 -1.23 0.69
P -1.71 0.01 0.15
H 0.31 -0.57 -1.71
H 0.68 1.86 0.73
H 1.35 1.76 -0.82
H 0.09 -2.02 0.56
H 1.71 -1.38 0.63
H 0.19 -0.85 1.55
H -1.88 1.40 -0.14
H -2.20 -0.40 -1.09
```

- largest force on an atom (eV Å⁻¹) = 5.9
- M (g mol⁻¹) = 79.1
- net charge = +1
- energy relative to the best compared isomer or geometry (same formula, charge and spin) (kJ/mol) = 317.3
- spin multiplicity = 1
- DFT total energy (Ha) = -493.3851